DFT (wB97M-V/def2-TZVPD) results for a cluster of 4 separate species, C4H14O3 in total at a distorted geometry.

Bonds (Å) are listed after each position.
Element x y z (Å)
1 C -0.38541 -1.48096 1.77740  C2 1.358, H5 1.047, H6 1.065
2 C -0.12159 -1.42967 0.44577  C1 1.358, C3 1.516, H7 1.027
3 C -0.16246 -0.06670 -0.21750  C2 1.516, C4 1.550, H8 1.087, H9 1.040
4 C 1.16385 0.63978 0.16271  C3 1.550, H10 1.046, H11 1.131, H12 1.044
5 H -0.15529 -2.33834 2.33255  C1 1.047
6 H -0.98436 -0.84454 2.38549  C1 1.065
7 H 0.24836 -2.21452 -0.10411  C2 1.027
8 H -0.16359 -0.12017 -1.30313  C3 1.087
9 H -0.95997 0.57537 -0.03654  C3 1.040
10 H 1.16068 0.91336 1.17228  C4 1.046
11 H 2.06243 0.01163 -0.11432  C4 1.131
12 H 1.25017 1.53996 -0.35861  C4 1.044
13 O -1.56371 -1.16638 -2.33915  H14 0.888, H15 0.954
14 H -1.87176 -0.40865 -2.68540  O13 0.888
15 H -1.34826 -1.84339 -2.97559  O13 0.954
16 O 1.86724 0.71173 3.56747  H17 0.931, H18 0.948
17 H 1.62252 0.75637 2.67080  O16 0.931
18 H 1.53463 -0.14175 3.81296  O16 0.948
19 O -1.10432 1.90462 -2.63515  H20 1.008, H21 0.961
20 H -0.48798 2.36060 -3.28918  O19 1.008
21 H -1.60120 2.64165 -2.26873  O19 0.961

As for the HOMO energy: -0.3362 hartree. Its structure (SMILES) is C=CCC.O.O.O. The gap between HOMO and LUMO is 0.351 Eh. The value obtained for the LUMO energy is 0.39 eV.

natural (NBO) atomic charge list, values in e, 6 entries: atom 1 (C): -0.445, atom 2 (C): -0.122, atom 3 (C): -0.455, atom 4 (C): -0.562, atom 5 (H): 0.180, atom 6 (H): 0.194